The following is a quantum chemistry calculation of a 14-piece molecular cluster, C80H202N14O26 overall in a non-equilibrium geometry, from the Open Molecules 2025 dataset.

Results
Electronic energy ... -5891.440540 Ha
Kohn-Sham gap ... 8.9 eV
Strongest force on any atom ... 2.8 eV/A

Structure (XYZ):
```
322
Properties=species:S:1:pos:R:3:forces:R:3
C 5.514 -1.781 2.505 -0.330 -0.251 -0.700
C 6.069 -2.212 1.147 0.570 -0.446 0.369
C 7.366 -3.011 1.257 0.150 -1.706 0.667
O 8.413 -2.236 1.793 0.576 0.504 0.374
C 9.409 -2.966 2.493 0.215 -0.826 0.036
N 5.080 -3.086 0.534 -0.878 0.207 -0.283
H 6.225 -1.189 3.071 0.122 -0.268 0.312
H 5.122 -2.681 3.002 0.491 0.300 0.222
H 4.636 -1.157 2.329 -0.021 0.116 -0.028
H 6.397 -1.347 0.571 -0.528 0.488 -0.341
H 7.672 -3.476 0.286 -0.257 0.550 0.299
H 7.205 -3.883 1.928 -0.189 0.316 -0.198
H 9.056 -3.453 3.426 -0.335 0.248 -0.484
H 10.241 -2.333 2.807 -0.328 0.420 -0.309
H 9.863 -3.769 1.876 -0.336 0.307 0.040
H 5.293 -3.287 -0.436 0.056 0.116 -0.103
H 4.121 -2.688 0.564 1.018 -0.107 0.020
C 4.021 0.297 6.217 -0.379 -0.305 -1.159
C 2.650 -0.314 5.891 -0.122 -0.456 0.877
C 2.728 -1.261 4.700 0.230 0.642 -0.570
O 1.467 -1.829 4.421 0.327 -0.019 -0.012
C 1.582 -2.788 3.372 -0.900 0.261 0.599
N 2.146 -0.960 7.127 0.357 0.276 -0.357
H 3.989 0.969 7.072 0.003 -0.226 0.096
H 4.349 0.856 5.341 0.076 0.229 0.010
H 4.756 -0.505 6.315 0.049 0.049 0.467
H 1.961 0.482 5.622 -0.206 0.160 0.005
H 3.467 -2.060 4.836 0.098 -0.030 0.310
H 3.083 -0.667 3.824 -0.216 -0.286 0.250
H 2.029 -2.317 2.493 -0.055 -0.183 -0.187
H 0.559 -3.148 3.203 0.270 0.162 -0.337
H 2.158 -3.650 3.701 0.399 -0.110 -0.008
H 2.870 -1.611 7.404 -0.101 -0.194 0.269
H 1.300 -1.497 6.972 0.065 0.045 -0.257
C 0.047 -5.548 -0.569 -1.237 0.746 1.260
O 0.477 -6.851 -0.759 0.799 -0.637 -0.716
C 0.073 -7.385 -2.006 -0.968 -0.511 0.524
C 0.673 -8.781 -2.153 -0.137 -0.386 0.874
N 2.117 -8.712 -2.078 0.752 0.516 -0.428
C 2.828 -9.971 -2.182 -1.090 -1.298 0.482
C 4.324 -9.833 -2.083 0.683 -0.618 -0.167
O 4.785 -9.516 -0.779 -0.730 0.156 -0.160
C 6.131 -9.106 -0.740 0.013 -0.809 0.143
H -1.010 -5.577 -0.214 0.309 0.238 -0.431
H 0.131 -4.869 -1.427 0.106 -0.471 -0.095
H 0.599 -5.107 0.267 0.108 -0.130 -0.220
H 0.380 -6.753 -2.820 0.523 0.411 -0.400
H -1.045 -7.370 -2.058 0.547 -0.441 0.091
H 0.375 -9.219 -3.113 -0.004 0.075 0.117
H 0.315 -9.454 -1.329 -0.263 0.412 -0.554
H 2.401 -8.214 -1.240 -0.177 -0.202 -0.004
H 2.618 -10.446 -3.172 0.107 0.465 0.541
H 2.447 -10.732 -1.423 0.479 0.673 -0.567
H 4.618 -9.080 -2.821 0.245 0.231 0.110
H 4.806 -10.792 -2.380 -0.305 0.364 -0.030
H 6.821 -9.901 -1.081 -0.259 0.157 -0.102
H 6.369 -8.925 0.306 -0.007 0.287 -0.058
H 6.266 -8.228 -1.356 0.254 0.455 -0.112
C 1.842 -1.655 -9.514 1.201 1.487 0.814
O 3.057 -1.721 -8.745 -0.522 -0.265 -0.804
C 3.270 -2.989 -8.192 -0.018 -1.147 0.113
C 4.489 -2.923 -7.286 0.791 0.007 -0.654
N 4.213 -2.268 -6.013 0.634 -0.120 1.155
C 5.284 -2.501 -5.024 0.861 1.089 0.614
C 4.845 -2.171 -3.536 0.150 -0.847 -1.893
O 5.863 -2.478 -2.609 0.214 0.369 0.181
C 6.717 -1.366 -2.402 0.611 0.064 -0.872
H 1.076 -1.809 -8.770 -0.953 -0.246 -0.300
H 1.789 -2.288 -10.398 0.134 -0.551 0.208
H 1.817 -0.615 -9.880 -0.242 -0.382 0.198
H 3.379 -3.766 -8.991 0.389 0.565 0.281
H 2.420 -3.407 -7.606 -0.070 0.716 -0.035
H 5.249 -2.323 -7.848 -0.373 -0.449 0.517
H 4.913 -3.956 -7.174 -0.279 0.517 0.062
H 3.474 -2.771 -5.527 -0.859 0.153 -0.731
H 6.242 -1.973 -5.197 -0.588 0.223 -0.429
H 5.574 -3.537 -5.081 0.157 -0.862 0.392
H 4.016 -2.853 -3.371 -0.305 0.117 0.552
H 4.544 -1.130 -3.426 -0.227 0.101 -0.134
H 7.490 -1.591 -1.704 0.317 -0.649 0.893
H 6.223 -0.477 -2.043 -0.566 0.298 0.158
H 7.296 -1.089 -3.294 -0.405 -0.069 -0.270
C -4.664 4.006 4.476 -0.501 -0.625 -0.769
O -3.954 3.469 5.553 -0.015 1.205 -0.261
C -3.310 2.285 5.275 -0.239 -1.681 1.322
C -2.708 1.822 6.589 0.648 0.236 0.567
N -3.733 1.367 7.488 -0.241 0.699 0.279
C -3.188 0.913 8.742 -1.188 -0.975 0.764
C -4.374 0.606 9.620 -1.240 0.061 0.443
O -5.166 1.809 9.775 0.769 -0.118 -0.862
C -6.203 1.659 10.681 -0.454 -0.880 0.860
H -5.584 3.451 4.229 0.068 0.005 0.381
H -4.146 4.078 3.524 0.766 -0.335 -0.125
H -4.889 5.008 4.712 -0.591 1.154 0.520
H -2.537 2.310 4.534 0.454 0.559 -0.815
H -4.069 1.537 4.991 0.231 -0.126 -0.246
H -2.115 2.634 7.096 -0.240 -0.302 -0.802
H -2.023 0.971 6.477 0.010 0.182 -0.422
H -4.459 2.082 7.635 0.678 -0.313 0.027
H -2.501 1.495 9.381 0.033 0.691 -0.820
H -2.697 -0.047 8.578 0.271 -0.083 -0.092
H -4.068 0.267 10.610 0.150 -0.050 0.165
H -5.018 -0.192 9.184 0.321 0.422 0.081
H -6.762 2.566 10.868 -0.028 0.480 -0.726
H -5.770 1.467 11.667 -0.150 -0.618 0.187
H -6.923 0.854 10.379 0.537 0.453 0.313
C -6.358 -1.388 -1.243 1.573 0.534 -0.933
O -7.037 -2.049 -0.272 -1.046 -0.589 1.766
C -6.455 -2.176 1.026 -0.046 -0.261 -0.221
C -6.691 -1.013 2.023 0.329 -0.695 -0.361
N -7.984 -1.068 2.676 -0.780 0.137 -0.106
C -8.155 -1.990 3.780 0.464 0.316 0.520
C -7.472 -1.546 5.075 0.423 -0.576 0.360
O -6.049 -1.459 4.963 -0.542 0.789 -0.355
C -5.479 -1.147 6.219 0.807 -1.992 -0.158
H -6.327 -0.297 -1.154 0.084 0.163 0.363
H -6.877 -1.582 -2.161 -0.235 -0.136 -0.630
H -5.315 -1.762 -1.369 -0.365 0.233 0.111
H -5.396 -2.442 0.931 0.317 0.552 -0.109
H -6.873 -3.116 1.370 -0.395 0.034 0.520
H -6.654 -0.092 1.463 0.002 0.424 -0.336
H -5.872 -0.965 2.746 0.142 -0.216 -0.078
H -8.282 -0.146 2.977 0.106 -0.101 -0.203
H -7.778 -2.973 3.500 -0.036 -0.108 -0.082
H -9.227 -2.087 4.032 0.369 -0.031 -0.277
H -7.671 -2.294 5.872 -0.263 0.333 -0.174
H -7.865 -0.569 5.385 -0.078 -0.029 0.079
H -4.399 -1.138 6.136 0.230 0.171 -0.430
H -5.678 -2.026 6.837 -0.200 0.178 0.664
H -5.738 -0.237 6.710 -0.761 0.791 -0.005
C -6.283 -7.107 6.787 -1.005 -0.081 -0.420
O -5.630 -6.158 6.009 1.090 0.259 0.019
C -6.171 -6.014 4.722 -0.170 0.078 0.591
C -5.301 -5.123 3.885 -0.662 0.926 0.455
N -3.947 -5.519 3.773 1.109 -0.645 -0.323
C -3.096 -4.563 3.087 0.044 -0.532 0.304
C -1.806 -5.235 2.755 0.799 -1.210 0.150
O -1.095 -5.615 3.933 -0.641 0.759 0.490
C -0.058 -6.530 3.752 0.002 -0.636 -0.579
H -6.306 -8.107 6.317 0.042 0.267 0.014
H -7.323 -6.760 6.929 0.121 -0.393 0.269
H -5.771 -7.180 7.727 0.166 0.025 0.487
H -7.148 -5.519 4.816 -0.168 -0.196 -0.198
H -6.302 -7.010 4.291 0.010 -0.046 -0.300
H -5.356 -4.077 4.258 -0.342 -0.246 0.004
H -5.810 -5.147 2.919 0.261 0.220 -0.390
H -3.485 -5.846 4.622 -0.582 0.273 -0.141
H -2.903 -3.628 3.648 -0.257 -0.079 -0.164
H -3.517 -4.354 2.104 -0.343 0.400 0.034
H -1.206 -4.591 2.107 0.269 -0.046 -0.037
H -2.043 -6.191 2.267 -0.035 0.309 -0.494
H -0.392 -7.568 3.484 -0.059 0.806 0.022
H 0.474 -6.610 4.690 0.157 0.097 0.186
H 0.619 -6.172 2.971 0.205 -0.134 -0.043
C 3.594 4.412 0.264 -0.257 0.058 1.438
O 3.189 4.911 -0.953 0.275 0.394 -1.481
C 3.685 6.209 -1.293 -1.125 0.602 0.550
C 2.709 6.699 -2.391 2.443 0.006 0.288
N 1.418 6.835 -1.853 -1.765 -0.394 0.435
C 0.392 7.350 -2.752 -0.031 1.124 0.094
C 0.491 8.897 -2.838 -1.002 0.453 -1.288
O -0.528 9.400 -3.750 0.360 -1.997 0.078
C -0.708 10.761 -3.734 0.741 1.159 0.692
H 4.565 3.926 0.236 0.409 0.036 -0.020
H 2.862 3.666 0.614 0.120 0.214 -0.227
H 3.598 5.240 1.002 0.187 -0.439 0.000
H 4.766 6.306 -1.562 -0.716 -0.651 -0.039
H 3.518 6.848 -0.395 0.231 -0.148 -0.407
H 2.875 6.006 -3.234 -0.539 0.095 -0.149
H 3.023 7.695 -2.687 0.361 0.099 -0.341
H 1.093 5.968 -1.441 0.103 -0.136 -0.032
H -0.600 7.042 -2.397 0.240 0.261 0.137
H 0.464 6.965 -3.772 0.164 -0.112 -0.187
H 1.437 9.234 -3.264 0.385 -0.267 0.079
H 0.361 9.441 -1.913 -0.023 -0.302 0.753
H -1.383 11.052 -4.522 -0.672 -0.123 0.001
H 0.202 11.331 -3.968 0.335 -0.183 0.084
H -1.021 11.102 -2.730 -0.271 0.079 -0.348
C -1.785 -2.510 -10.508 0.440 -0.069 0.163
O -2.588 -2.266 -9.366 -0.313 0.022 -0.622
C -2.580 -3.344 -8.460 -0.813 -0.118 0.317
C -3.456 -2.993 -7.270 -0.835 -0.534 -0.692
N -2.883 -1.959 -6.488 0.665 1.594 -0.076
C -3.659 -1.603 -5.309 -1.008 -0.643 -0.238
C -3.079 -0.402 -4.655 1.268 1.046 -0.150
O -3.664 -0.070 -3.425 -0.377 -1.137 0.245
C -3.036 1.033 -2.842 -0.286 0.071 0.335
H -0.778 -2.637 -10.126 0.478 -0.355 -0.350
H -1.773 -1.662 -11.170 -0.223 0.752 0.128
H -2.061 -3.336 -11.188 -0.265 -0.197 0.828
H -1.585 -3.584 -8.105 0.567 0.071 0.002
H -2.992 -4.234 -8.929 -0.064 -0.280 -0.247
H -3.595 -3.859 -6.638 0.180 -0.532 0.142
H -4.482 -2.761 -7.634 0.296 0.090 -0.030
H -2.770 -1.147 -7.111 -0.043 -0.315 0.554
H -3.607 -2.442 -4.608 -0.133 -0.047 -0.024
H -4.734 -1.432 -5.565 0.466 -0.090 0.265
H -3.166 0.463 -5.331 -0.083 0.059 -0.093
H -1.989 -0.552 -4.532 -0.208 -0.094 0.094
H -3.094 1.821 -3.579 0.239 0.839 0.113
H -2.007 0.859 -2.531 0.382 -0.253 -0.348
H -3.554 1.284 -1.915 -0.290 0.114 -0.238
C 3.700 0.233 -0.011 -1.305 -2.011 -0.612
O 2.722 -0.821 0.226 -0.179 1.316 0.429
C 2.154 -1.326 -0.973 0.375 -1.545 0.941
C 1.337 -2.571 -0.545 -0.032 0.626 -0.674
N 0.106 -2.227 0.174 0.518 0.210 -0.161
C -0.945 -1.661 -0.663 -0.857 0.746 0.028
C -2.141 -1.327 0.236 0.183 0.462 0.262
O -1.761 -0.161 1.001 0.125 -0.519 -1.176
C -2.452 0.049 2.181 -0.134 0.644 1.349
H 4.502 -0.254 -0.545 0.557 0.210 -0.490
H 4.086 0.526 0.939 -0.082 0.635 0.545
H 3.214 0.989 -0.623 0.301 0.536 0.179
H 3.017 -1.666 -1.537 -0.017 -0.092 -0.835
H 1.519 -0.653 -1.571 0.337 0.232 0.383
H 1.969 -3.275 0.048 -0.432 0.612 -0.321
H 1.050 -3.083 -1.471 0.141 -0.051 0.202
H 0.353 -1.569 0.915 -0.238 -0.101 -0.150
H -1.267 -2.381 -1.406 -0.012 -0.534 -0.071
H -0.743 -0.743 -1.295 0.358 -0.568 0.818
H -2.313 -2.142 0.940 0.022 -0.276 0.015
H -3.092 -1.171 -0.326 0.614 0.203 0.179
H -2.132 -0.577 3.038 -0.040 -0.192 -0.526
H -3.535 0.001 2.103 -0.325 -0.319 -0.299
H -2.247 1.076 2.501 0.119 0.007 -0.125
C -8.081 11.328 0.420 0.620 2.150 -0.547
O -8.036 10.200 1.182 -0.562 -0.406 0.384
C -7.598 9.092 0.473 -0.060 -1.319 -0.620
C -7.353 8.041 1.514 0.414 -0.926 0.769
N -6.911 6.781 0.907 -0.125 0.622 -0.322
C -5.499 6.744 0.622 1.024 -0.344 0.245
C -5.107 5.410 -0.040 -0.854 -0.749 0.672
O -5.452 4.311 0.850 -0.146 0.498 -0.050
C -5.228 2.984 0.380 -0.325 1.263 -1.163
H -8.634 11.297 -0.505 -0.008 -0.885 -0.838
H -7.059 11.719 0.238 -0.346 -0.131 -0.207
H -8.634 12.115 0.900 -0.048 0.297 0.985
H -6.688 9.299 -0.139 -0.495 0.058 0.347
H -8.377 8.623 -0.185 0.442 0.873 0.100
H -8.300 7.867 2.037 0.094 -0.019 -0.159
H -6.663 8.429 2.294 -0.026 -0.175 -0.362
H -7.140 5.982 1.462 -0.234 -0.284 0.368
H -4.898 6.897 1.554 -0.110 -0.067 -0.495
H -5.238 7.558 -0.078 -0.015 -0.353 0.245
H -4.049 5.308 -0.261 0.232 0.406 -0.213
H -5.712 5.329 -0.946 0.134 -0.172 -0.202
H -5.644 2.805 -0.621 0.007 0.389 -0.115
H -5.801 2.332 1.001 0.084 -0.517 0.850
H -4.169 2.762 0.310 0.319 -0.283 0.349
C -0.343 3.119 -0.579 0.407 -0.805 -0.438
O -0.298 4.462 -0.136 -0.180 -0.756 -0.083
C -1.285 4.711 0.852 -0.628 0.628 -0.567
C -1.602 6.206 0.836 0.721 -0.709 -0.131
N -0.377 6.921 1.082 0.520 0.827 0.257
C -0.484 8.356 0.864 -2.711 -0.035 -0.486
C 0.781 9.073 1.012 1.015 0.689 0.778
O 0.565 10.465 0.708 -0.032 -1.031 -0.174
C 1.650 11.282 1.017 0.797 0.718 0.864
H 0.439 2.970 -1.335 -0.044 0.239 0.217
H -1.290 2.880 -1.061 -0.361 0.230 -0.153
H -0.224 2.304 0.170 0.138 0.854 0.183
H -0.888 4.393 1.817 -0.235 -0.016 0.187
H -2.233 4.194 0.601 0.456 -0.180 0.222
H -2.256 6.402 1.659 -0.740 0.164 0.577
H -2.156 6.482 -0.094 0.508 -0.063 0.198
H 0.380 6.575 0.505 -0.120 -0.116 -0.121
H -1.204 8.850 1.565 0.345 -0.719 -0.201
H -0.955 8.530 -0.124 0.335 0.208 -0.040
H 1.549 8.619 0.391 0.312 0.174 -0.368
H 1.073 8.905 2.068 0.247 0.517 -0.271
H 1.938 11.164 2.078 -0.091 0.002 -0.191
H 1.374 12.344 0.890 -0.119 -0.551 -0.131
H 2.578 11.111 0.440 -0.452 -0.252 -0.171
C 6.649 4.622 -3.742 -0.448 0.332 0.020
O 6.916 3.793 -2.650 0.866 -0.428 0.357
C 7.439 2.494 -2.912 -0.905 -0.305 -0.409
C 8.127 1.946 -1.689 -0.335 -0.235 0.212
N 7.169 1.752 -0.589 -0.602 0.028 -2.128
C 7.885 1.562 0.624 0.911 0.886 -0.185
C 6.991 1.364 1.801 -0.491 -0.781 -0.859
O 6.372 2.586 2.060 0.556 0.868 -0.354
C 5.440 2.565 3.077 -0.583 -0.966 0.582
H 7.396 4.608 -4.528 0.342 -0.253 -0.101
H 6.599 5.623 -3.346 0.157 0.497 0.141
H 5.667 4.459 -4.180 -0.225 -0.476 -0.202
H 8.151 2.441 -3.749 -0.185 0.488 -0.011
H 6.565 1.846 -3.171 0.635 0.132 0.084
H 9.025 2.537 -1.407 -0.542 0.291 -0.004
H 8.565 0.984 -1.971 -0.172 -0.241 0.013
H 6.516 2.542 -0.605 0.483 -0.225 0.491
H 8.513 2.468 0.692 0.274 -0.245 0.999
H 8.554 0.719 0.448 -0.006 -0.238 0.390
H 7.541 0.979 2.652 0.096 -0.052 0.422
H 6.239 0.609 1.466 0.322 0.330 0.537
H 5.835 2.125 4.007 0.047 -0.056 -0.177
H 4.564 1.968 2.760 0.002 0.199 0.292
H 5.150 3.571 3.316 -0.241 0.490 -0.113
C 1.428 0.843 -4.209 0.326 -0.350 0.761
O 0.905 -0.483 -4.269 0.323 0.511 -0.256
C 0.743 -0.957 -5.622 -0.584 -0.232 0.736
C 0.359 -2.437 -5.459 0.140 0.117 -0.050
N 1.447 -3.203 -4.862 0.418 0.778 0.039
C 1.216 -4.611 -4.778 1.239 -1.314 0.976
C 2.389 -5.366 -4.092 0.534 1.165 -0.243
O 2.523 -4.780 -2.789 -0.502 -0.367 -0.428
C 3.476 -5.426 -1.984 -0.227 -0.666 0.370
H 0.748 1.568 -4.651 -0.055 0.090 -0.367
H 2.423 0.867 -4.663 -0.118 0.182 -0.276
H 1.573 1.161 -3.153 -0.263 -0.532 -0.473
H 1.667 -0.807 -6.229 -0.448 -0.221 0.472
H -0.107 -0.408 -6.082 0.434 -0.243 0.031
H 0.083 -2.836 -6.438 0.268 -0.129 -0.132
H -0.556 -2.569 -4.862 -0.047 0.486 -0.025
H 1.728 -2.766 -3.981 -0.298 -0.377 -0.171
H 1.147 -4.976 -5.802 -0.438 -0.330 0.000
H 0.400 -4.960 -4.130 -0.769 0.478 -0.486
H 3.334 -5.194 -4.643 -0.180 -0.091 0.047
H 2.231 -6.454 -4.026 -0.175 0.289 0.015
H 3.335 -6.519 -1.922 -0.116 0.422 -0.189
H 3.450 -5.020 -0.990 -0.472 0.238 0.554
H 4.471 -5.227 -2.300 1.117 0.137 -0.781
```
Forces are in eV/Å.

Löwdin population analysis, charges in e, atoms 1 to 2: -0.05 -0.44